Below is a molecular structure, H16O14SV, with properties calculated with the ωB97M-V functional and the def2-TZVPD basis.

ORCA input file:
```
! wB97M-V def2-TZVPD RIJCOSX def2/J DEFGRID3
* xyz 0 2
O 0.841 0.700 -0.997
V -0.103 -0.428 -0.217
O -0.287 -1.629 -1.303
S 0.694 0.975 2.798
O 0.965 2.395 2.986
O 0.169 0.799 1.436
O 1.993 0.286 2.886
O -0.171 0.368 3.836
O 3.955 0.167 -0.310
H 4.300 0.000 -1.188
H 3.606 1.057 -0.355
O -1.560 -1.510 1.146
H -1.882 -0.999 1.889
H -2.041 -2.336 1.196
O -2.080 0.622 -0.855
H -2.925 0.964 -0.563
H -1.958 0.997 -1.728
O -2.662 -4.132 -1.430
H -2.573 -3.345 -1.968
H -3.098 -3.829 -0.633
O 3.348 2.668 -0.604
H 2.396 2.692 -0.704
H 3.559 3.467 -0.121
O -2.393 -1.920 -3.550
H -2.501 -1.093 -3.080
H -3.280 -2.160 -3.819
O -1.021 3.012 0.578
H -1.583 2.957 1.351
H -0.380 2.311 0.697
O 1.948 -1.234 0.700
H 2.825 -1.029 0.375
H 1.899 -0.795 1.549
*
```

Computed properties:
HOMO energy (spin up / spin down) in eV: -10.6 / -10.6
Electronic energy in Eh: -2405.1120
LUMO level (spin up / spin down) in eV: -1.2 / -4.1
<S²>: 0.764
ΔE to the lowest compared entry with this formula, charge and spin in eV: 0.000



Below is a gas-phase ion, C4HClNO2 (charge -1), with properties calculated with the ωB97M-V functional and the def2-TZVPD basis.

ORCA input file:
```
! wB97M-V def2-TZVPD RIJCOSX def2/J DEFGRID3
* xyz -1 3
C 0.071 0.073 -1.509
C 0.748 0.657 -2.725
C 0.145 -0.650 1.121
C 0.092 -0.154 2.675
N 0.307 -0.342 -0.029
O -1.047 0.168 2.903
O 1.102 -0.254 3.282
Cl -0.526 0.702 -3.920
H -0.891 -0.201 -1.799
*
```

Computed properties:
HOMO energy (spin up / spin down) in eV: -2.2 / -5.0
Electronic energy in Eh: -818.2654
LUMO level (spin up / spin down) in eV: 3.3 / 1.8
<S²>: 2.048
ΔE to the lowest compared entry with this formula, charge and spin in eV: 1.852



Below is 2 unconnected molecules or ions with the total composition C2H7O2, with properties calculated with the ωB97M-V functional and the def2-TZVPD basis.

ORCA input file:
```
! wB97M-V def2-TZVPD RIJCOSX def2/J DEFGRID3
* xyz -1 1
C 0.436 0.877 0.186
O -0.823 1.325 -0.107
C 1.170 -0.101 -0.736
H 1.001 1.769 0.116
H 0.313 0.150 1.059
H 2.341 0.009 -0.391
H 0.879 -1.170 -0.388
H 1.097 0.375 -1.728
H -2.037 -0.207 0.661
H -1.942 -1.845 0.365
O -2.434 -1.184 0.964
*
```

Computed properties:
HOMO energy in eV: -2.6
Electronic energy in Eh: -230.8175
LUMO level in eV: 4.6
ΔE to the lowest compared entry with this formula, charge and spin in eV: 1.828



Below is a molecular structure, C55H48AsN3O2PRe, with properties calculated with the ωB97M-V functional and the def2-TZVPD basis.

ORCA input file:
```
! wB97M-V def2-TZVPD RIJCOSX def2/J DEFGRID3
* xyz 1 2
Re 0.242 -0.123 -0.003
O 0.489 0.915 -1.699
C 1.050 2.107 -1.911
C 1.014 2.611 -3.218
C 1.713 3.748 -3.556
C 2.468 4.443 -2.599
C 2.430 4.014 -1.300
C 1.698 2.869 -0.924
C 1.575 2.593 0.470
N 0.932 1.622 1.013
C 0.822 1.591 2.476
C 0.666 0.147 2.902
N -0.328 -0.437 1.993
C -1.478 -0.766 2.493
C -2.677 -1.001 1.786
C -3.771 -1.561 2.485
C -4.991 -1.699 1.889
C -5.149 -1.227 0.571
C -4.109 -0.652 -0.116
C -2.828 -0.531 0.460
O -1.870 0.064 -0.211
H 0.432 2.062 -3.951
H 1.670 4.115 -4.575
H 3.049 5.312 -2.879
H 2.961 4.562 -0.526
H 2.028 3.327 1.136
H -0.064 2.149 2.777
H 1.692 2.045 2.947
H 0.334 0.096 3.936
H 1.611 -0.379 2.795
H -1.551 -0.802 3.582
H -3.624 -1.885 3.511
H -5.825 -2.135 2.424
H -6.117 -1.313 0.091
H -4.257 -0.272 -1.120
C 1.168 -3.155 -2.068
C 0.707 -4.155 -3.129
As 1.986 -5.627 -3.430
C 1.676 -6.486 -1.702
C 2.764 -6.781 -0.887
C 2.573 -7.398 0.346
C 1.291 -7.710 0.777
C 0.197 -7.411 -0.029
C 0.390 -6.808 -1.265
C 0.758 -6.749 -4.456
C 0.926 -8.132 -4.402
C 0.099 -8.974 -5.133
C -0.902 -8.441 -5.937
C -1.068 -7.065 -6.008
C -0.238 -6.222 -5.273
P -0.154 -1.924 -1.674
C -0.614 -1.202 -3.271
C 0.330 -1.087 -4.288
C 0.003 -0.455 -5.480
C -1.267 0.081 -5.659
C -2.203 -0.004 -4.637
C -1.877 -0.640 -3.446
C -1.449 -3.073 -1.120
C -1.235 -3.650 0.136
C -2.093 -4.632 0.611
C -3.176 -5.036 -0.161
C -3.393 -4.464 -1.407
C -2.531 -3.486 -1.890
H 2.087 -2.652 -2.375
H 1.380 -3.657 -1.121
H 0.553 -3.655 -4.081
H -0.233 -4.622 -2.848
H 3.767 -6.544 -1.225
H 3.426 -7.642 0.965
H 1.142 -8.196 1.735
H -0.806 -7.661 0.298
H -0.469 -6.603 -1.899
H 1.702 -8.557 -3.775
H 0.238 -10.047 -5.078
H -1.548 -9.096 -6.509
H -1.842 -6.642 -6.637
H -0.379 -5.150 -5.353
H 1.334 -1.482 -4.159
H 0.741 -0.385 -6.272
H -1.521 0.573 -6.591
H -3.188 0.431 -4.765
H -2.590 -0.671 -2.635
H -0.387 -3.330 0.735
H -1.916 -5.083 1.582
H -3.852 -5.800 0.209
H -4.233 -4.787 -2.013
H -2.697 -3.060 -2.873
N 1.876 -0.979 0.386
C 3.087 -1.338 0.279
C 3.630 -2.448 1.117
C 4.759 -3.153 0.707
C 5.245 -4.204 1.473
C 4.614 -4.552 2.658
C 3.483 -3.857 3.072
C 2.992 -2.815 2.302
C 4.028 -0.591 -0.620
C 5.223 -0.099 -0.102
C 6.051 0.689 -0.890
C 5.705 0.970 -2.206
C 4.534 0.447 -2.740
C 3.694 -0.323 -1.946
H 5.261 -2.878 -0.216
H 6.123 -4.751 1.146
H 4.999 -5.366 3.262
H 2.991 -4.123 4.001
H 2.109 -2.270 2.620
H 5.499 -0.325 0.924
H 6.972 1.084 -0.477
H 6.350 1.589 -2.820
H 4.268 0.649 -3.772
H 2.773 -0.720 -2.353
*
```

Computed properties:
HOMO energy (spin up / spin down) in eV: -9.9 / -10.1
Electronic energy in Eh: -5094.7039
LUMO level (spin up / spin down) in eV: -3.0 / -3.6
<S²>: 0.763
ΔE to the lowest compared entry with this formula, charge and spin in eV: 0.132



Below is 2 unconnected molecules or ions with the total composition C2H6OS2, with properties calculated with the ωB97M-V functional and the def2-TZVPD basis.

ORCA input file:
```
! wB97M-V def2-TZVPD RIJCOSX def2/J DEFGRID3
* xyz 0 1
S -2.401 1.063 -0.608
S -2.408 -0.828 0.305
H -1.297 0.775 -1.401
H -1.861 -0.387 1.480
C 1.404 0.700 0.697
C 1.149 -0.459 0.017
O 0.644 -0.479 -1.278
H 1.575 0.714 1.787
H 1.439 1.644 0.122
H 1.301 -1.405 0.455
H 0.455 -1.337 -1.577
*
```

Computed properties:
HOMO energy in eV: -9.1
Electronic energy in Eh: -951.3657
Structure (SMILES): C=CO.SS
LUMO level in eV: 0.3
ΔE to the lowest compared entry with this formula, charge and spin in eV: 0.717



Below is a molecular structure, C30H34CoIN5OP, with properties calculated with the ωB97M-V functional and the def2-TZVPD basis.

ORCA input file:
```
! wB97M-V def2-TZVPD RIJCOSX def2/J DEFGRID3
* xyz -2 5
C -4.196 1.217 -2.620
I -2.106 3.701 -1.157
H -3.572 1.296 -3.502
H -4.450 2.263 -2.392
H -5.053 0.630 -2.740
C -2.870 -2.881 -1.602
C -2.412 -2.479 -2.810
N -2.218 -1.117 -2.735
C -2.613 -0.639 -1.522
N -2.993 -1.751 -0.805
H -3.094 -3.876 -1.244
H -2.236 -3.038 -3.717
C 1.233 3.854 1.129
C -0.100 2.969 -0.410
N 0.043 3.239 0.921
H 2.738 4.507 -0.273
N 1.047 3.405 -1.027
H 1.522 4.285 2.046
Co -1.260 1.416 -0.833
C -3.342 0.691 -1.476
O -4.186 0.723 -0.513
C 1.867 3.944 -0.069
C 1.263 3.517 -2.462
H 1.800 2.648 -2.837
H 1.857 4.415 -2.589
H 0.316 3.595 -2.988
C -1.014 2.976 1.883
H -1.689 3.833 1.945
H -0.528 2.770 2.830
H -1.578 2.089 1.572
C -3.206 -1.878 0.625
H -3.827 -2.765 0.840
H -3.709 -0.980 1.002
H -2.233 -2.036 1.127
C -1.783 -0.279 -3.816
H -2.636 0.322 -4.142
H -1.464 -0.905 -4.654
H -0.966 0.396 -3.503
N -0.299 -0.012 -0.290
P 0.862 -0.587 0.627
C 2.488 -0.514 -0.134
C 3.466 -1.473 0.190
C 4.734 -1.348 -0.381
C 5.023 -0.294 -1.252
C 4.026 0.623 -1.579
C 2.755 0.511 -1.037
C 0.941 0.112 2.293
C 2.062 0.854 2.684
C 2.111 1.365 3.977
C 1.071 1.159 4.868
C -0.032 0.405 4.487
C -0.125 -0.107 3.189
C 0.564 -2.348 0.789
C 0.563 -2.995 2.026
C 0.228 -4.343 2.048
C -0.070 -5.024 0.875
C -0.020 -4.363 -0.357
C 0.345 -3.021 -0.418
H 3.222 -2.300 0.875
H 5.492 -2.087 -0.120
H 6.030 -0.202 -1.655
H 4.234 1.441 -2.246
H 1.973 1.219 -1.289
H 2.869 1.003 1.969
H 2.989 1.918 4.268
H 1.122 1.568 5.877
H -0.838 0.178 5.181
H -1.005 -0.688 2.872
H 0.809 -2.440 2.929
H 0.206 -4.841 3.005
H -0.330 -6.081 0.902
H -0.257 -4.877 -1.279
H 0.440 -2.491 -1.373
*
```

Computed properties:
HOMO energy (spin up / spin down) in eV: 2.2 / -1.5
Electronic energy in Eh: -3534.1241
LUMO level (spin up / spin down) in eV: 3.6 / 4.0
<S²>: 6.132



Below is a molecular structure, C10H12N, with properties calculated with the ωB97M-V functional and the def2-TZVPD basis.

ORCA input file:
```
! wB97M-V def2-TZVPD RIJCOSX def2/J DEFGRID3
* xyz 1 1
C -3.266 -0.152 0.066
C -2.831 1.178 -0.164
C -2.306 -1.139 0.054
C -1.429 1.325 -0.118
C -0.938 -0.878 -0.040
C 1.356 -0.801 -0.059
C 0.834 0.459 0.007
C 0.204 -1.771 -0.002
C 2.769 -1.196 0.047
C 1.817 2.238 0.177
N -0.534 0.381 -0.072
H -4.400 -0.254 0.139
H -3.578 1.985 -0.198
H -2.487 -2.285 -0.116
H -0.909 2.274 -0.365
H 0.388 -2.350 0.908
H 0.180 -2.610 -0.748
H 3.080 -1.281 1.041
H 3.346 -0.571 -0.588
H 2.849 -2.205 -0.357
H 1.381 2.738 0.943
H 1.613 2.730 -0.760
H 2.861 2.184 0.204
*
```

Computed properties:
HOMO energy in eV: -13.1
Electronic energy in Eh: -442.6582
LUMO level in eV: -4.1
ΔE to the lowest compared entry with this formula, charge and spin in eV: 2.707



Below is a molecular structure, C9H24IO4P2ReS, with properties calculated with the ωB97M-V functional and the def2-TZVPD basis.

ORCA input file:
```
! wB97M-V def2-TZVPD RIJCOSX def2/J DEFGRID3
* xyz 3 4
C -2.047 -0.578 -3.005
I -0.401 0.840 -2.532
H -2.216 -1.222 -2.145
H -1.718 -1.143 -3.884
H -2.912 0.060 -3.232
Re 0.405 0.287 -0.090
P 1.199 -1.651 -0.991
C 2.277 -1.478 -2.458
C 2.246 -2.683 0.103
H 2.671 -3.508 -0.482
H 0.575 -3.853 -1.759
H 1.634 -3.091 0.912
H -0.698 -3.138 -0.734
H 3.075 -0.756 -2.242
H 3.069 -2.097 0.523
C 0.015 -2.935 -1.542
H 2.721 -2.459 -2.669
H -0.536 -2.626 -2.434
H 1.702 -1.135 -3.324
P -1.471 1.412 0.607
C -1.630 3.088 -0.118
C -3.114 0.667 0.259
H -1.872 0.867 2.957
H -2.533 2.473 2.531
H -0.780 2.262 2.790
C -1.685 1.790 2.399
H -3.155 -0.338 0.695
H -3.890 1.288 0.726
H -2.467 3.612 0.359
H -1.799 3.012 -1.196
H -3.295 0.600 -0.818
H -0.701 3.646 0.063
C 1.789 1.659 -0.450
O 2.646 2.454 -0.530
C 2.324 -1.350 3.246
S 0.900 -0.379 2.733
O 0.080 -1.233 1.783
O 0.221 0.087 3.918
O 1.507 0.718 1.865
H 2.430 -1.150 4.315
H 3.198 -0.991 2.696
H 2.110 -2.406 3.065
*
```

Computed properties:
HOMO energy (spin up / spin down) in eV: -20.1 / -21.0
Electronic energy in Eh: -2113.9851
LUMO level (spin up / spin down) in eV: -12.6 / -14.3
<S²>: 3.770
ΔE to the lowest compared entry with this formula, charge and spin in eV: 0.000